Density functional theory data (ωB97M-V/def2-TZVPD) for a structure of composition C16H11Co2N2O7.

Computed properties:
2S+1: 1
Charge: -1
Orbital gap, eV: 5.0983
LUMO, eV: 2.609
Highest occupied orbital energy, eV: -2.4891
Energy above the lowest of the compared OMol25 structures with the same formula, charge and spin, eV: 1.996

Atoms and positions in Å:
N (2.33, 1.40, 0.23)
N (3.61, 1.05, -0.37)
C (4.64, 1.24, 0.58)
O (4.44, 1.93, 1.60)
H (2.41, 1.94, 1.11)
H (1.65, 1.69, -0.51)
H (3.67, 0.17, -0.93)
H (5.56, 0.72, 0.19)
O (-3.05, 0.84, 0.71)
C (-2.19, 0.88, -0.04)
Co (-0.94, 1.16, -1.31)
C (-2.14, 1.60, -2.63)
O (-2.89, 2.23, -3.24)
C (-0.48, 2.80, -0.87)
O (-0.20, 3.87, -0.52)
C (0.17, -0.12, -1.95)
C (0.45, 0.21, -0.67)
C (1.15, -0.05, 0.51)
C (0.29, -0.45, 1.64)
C (0.63, -0.21, 3.00)
C (-0.12, -0.78, 4.05)
C (-1.24, -1.58, 3.78)
C (-1.58, -1.82, 2.46)
C (-0.85, -1.26, 1.42)
Co (-1.59, -0.75, -2.75)
C (-0.88, -2.29, -3.17)
O (-0.48, -3.33, -3.43)
C (-2.36, -0.58, -4.34)
O (-2.95, -0.43, -5.32)
C (-2.84, -1.36, -1.63)
O (-3.67, -1.82, -0.99)
H (0.92, -0.26, -2.73)
H (2.22, -0.50, 0.53)
H (1.52, 0.41, 3.25)
H (0.16, -0.58, 5.10)
H (-1.82, -1.99, 4.60)
H (-2.45, -2.42, 2.25)
H (-1.10, -1.55, 0.40)

***

Density functional theory data (ωB97M-V/def2-TZVPD) for a cluster of 2 separate species, C3H8NS in total.

Computed properties:
2S+1: 1
Charge: -1
Orbital gap, eV: 6.4923
LUMO, eV: 4.069
Highest occupied orbital energy, eV: -2.4228
Energy above the lowest of the compared OMol25 structures with the same formula, charge and spin, eV: 2.720

Atoms and positions in Å:
C (-1.93, -1.71, -0.59)
C (-0.74, -0.84, -0.16)
C (0.77, 0.62, -1.02)
N (-0.29, -0.11, -1.35)
H (-2.50, -2.02, 0.24)
H (-2.54, -1.10, -1.24)
H (-1.59, -2.64, -1.10)
H (0.13, -1.48, 0.31)
H (-1.01, -0.03, 0.59)
H (1.74, 0.05, -1.03)
H (0.75, 1.77, -1.16)
S (1.04, 0.98, 1.38)
H (1.77, 2.09, 1.29)

***

Density functional theory data (ωB97M-V/def2-TZVPD) for an isolated molecule of CH4N2O.

Computed properties:
2S+1: 1
Orbital gap (spin up / spin down), eV: 8.5823 / 6.5782
LUMO (spin up / spin down), eV: -0.722 / -1.644
Highest occupied orbital energy (spin up / spin down), eV: -9.3046 / -8.2217
Energy above the lowest of the compared OMol25 structures with the same formula, charge and spin, eV: 5.626

Atoms and positions in Å:
C (-1.12, 0.13, -0.35)
N (-0.01, -0.62, -0.70)
N (0.92, -0.71, 0.21)
O (-2.00, -0.52, 0.32)
H (-0.69, 1.06, 0.25)
H (-1.38, 0.44, -1.41)
H (0.69, -0.15, 1.09)
H (1.58, -1.50, 0.13)

***

Density functional theory data (ωB97M-V/def2-TZVPD) for an isolated molecule of C4H4Cl2.

Computed properties:
2S+1: 1
SMILES string: CC1C(Cl)=C1Cl
Orbital gap, eV: 8.8201
LUMO, eV: 0.411
Highest occupied orbital energy, eV: -8.4088
Energy above the lowest of the compared OMol25 structures with the same formula, charge and spin, eV: 3.119

Atoms and positions in Å:
C (1.34, -0.18, 0.29)
C (0.04, -0.24, -0.46)
C (-1.28, -0.53, 0.22)
Cl (-2.60, -1.58, 0.51)
C (-0.99, 0.86, -0.23)
Cl (-1.58, 2.40, -0.19)
H (1.37, -0.32, 1.42)
H (1.54, 0.88, 0.24)
H (2.02, -0.74, -0.34)
H (0.12, -0.55, -1.45)

***

Density functional theory data (ωB97M-V/def2-TZVPD) for a structure of composition C77H68BrIN5O2S3Ti.

Computed properties:
2S+1: 1
Charge: +3
Orbital gap, eV: 5.6439
LUMO, eV: -8.580
Highest occupied orbital energy, eV: -14.2240

Atoms and positions in Å:
Ti (-1.52, -0.34, -0.11)
C (4.75, 4.96, 0.09)
C (3.90, 3.76, 0.31)
C (2.52, 3.80, 0.12)
C (1.73, 2.70, 0.43)
C (2.31, 1.52, 0.87)
C (3.69, 1.46, 1.05)
C (4.47, 2.57, 0.77)
S (1.24, 0.31, 1.64)
O (0.15, -0.07, 0.61)
C (2.34, -1.11, 1.91)
C (2.32, -1.26, 3.32)
C (3.09, -2.17, 3.97)
C (3.81, -3.12, 3.21)
C (4.56, -4.13, 3.84)
C (5.21, -5.08, 3.11)
C (5.08, -5.09, 1.72)
C (4.36, -4.12, 1.08)
C (3.76, -3.06, 1.79)
C (3.14, -1.93, 1.13)
C (3.58, -1.86, -0.29)
C (5.00, -1.92, -0.47)
C (5.90, -1.48, 0.52)
C (7.25, -1.49, 0.31)
C (7.78, -1.97, -0.90)
C (6.94, -2.44, -1.87)
C (5.55, -2.41, -1.69)
C (4.66, -2.91, -2.66)
C (3.32, -2.68, -2.55)
C (2.78, -2.08, -1.40)
S (1.27, -1.08, -1.56)
O (-0.04, -1.81, -1.28)
C (1.32, -0.99, -3.36)
C (2.03, 0.02, -3.99)
C (2.08, 0.06, -5.37)
C (1.42, -0.91, -6.14)
C (1.51, -0.85, -7.63)
C (0.71, -1.91, -5.49)
C (0.65, -1.95, -4.11)
H (4.17, 5.81, -0.25)
H (5.53, 4.74, -0.64)
H (5.26, 5.23, 1.02)
H (2.06, 4.71, -0.21)
H (0.65, 2.77, 0.37)
H (4.15, 0.57, 1.45)
H (5.53, 2.52, 0.95)
H (1.71, -0.57, 3.88)
H (3.16, -2.18, 5.04)
H (4.59, -4.13, 4.92)
H (5.81, -5.84, 3.60)
H (5.55, -5.87, 1.14)
H (4.25, -4.18, 0.01)
H (5.52, -1.11, 1.46)
H (7.92, -1.13, 1.07)
H (8.85, -1.97, -1.05)
H (7.34, -2.81, -2.81)
H (5.05, -3.44, -3.52)
H (2.66, -3.00, -3.34)
H (2.56, 0.75, -3.41)
H (2.64, 0.83, -5.87)
H (2.51, -1.12, -7.95)
H (1.31, 0.15, -7.99)
H (0.81, -1.54, -8.09)
H (0.21, -2.67, -6.07)
H (0.10, -2.72, -3.60)
C (0.41, -3.74, 1.42)
C (-0.54, -3.21, 2.44)
C (-0.27, -3.40, 3.79)
C (-1.20, -3.07, 4.76)
C (-2.45, -2.61, 4.38)
C (-2.75, -2.37, 3.05)
C (-4.17, -2.09, 2.68)
C (-1.76, -2.59, 2.08)
N (-2.02, -2.22, 0.73)
C (-2.29, -3.10, -0.17)
C (-2.37, -4.57, 0.06)
C (-2.72, -2.57, -1.48)
C (-3.08, -3.52, -2.57)
N (-2.82, -1.29, -1.59)
C (-3.72, -0.79, -2.58)
C (-3.29, -0.05, -3.69)
C (-1.84, 0.02, -4.05)
C (-4.24, 0.51, -4.54)
C (-5.59, 0.33, -4.33)
C (-6.01, -0.45, -3.27)
C (-5.10, -1.03, -2.38)
C (-5.65, -1.86, -1.26)
H (1.42, -3.76, 1.82)
H (0.40, -3.18, 0.49)
H (0.15, -4.78, 1.20)
H (0.66, -3.86, 4.07)
H (-0.97, -3.22, 5.80)
H (-3.21, -2.45, 5.13)
H (-4.65, -1.48, 3.44)
H (-4.72, -3.03, 2.63)
H (-4.27, -1.59, 1.71)
H (-2.32, -4.79, 1.12)
H (-1.56, -5.08, -0.45)
H (-3.30, -4.98, -0.33)
H (-2.31, -4.29, -2.67)
H (-3.18, -2.99, -3.51)
H (-4.03, -4.04, -2.38)
H (-1.64, -0.66, -4.88)
H (-1.21, -0.28, -3.21)
H (-1.56, 1.02, -4.38)
H (-3.90, 1.06, -5.41)
H (-6.31, 0.76, -5.00)
H (-7.06, -0.64, -3.12)
H (-6.51, -1.36, -0.82)
H (-4.93, -2.05, -0.47)
H (-6.01, -2.81, -1.65)
S (-1.97, 0.51, 4.98)
C (-0.41, 1.23, 5.23)
C (0.30, 1.38, 6.41)
C (1.53, 2.01, 6.36)
C (2.03, 2.49, 5.15)
C (1.32, 2.36, 3.97)
C (0.09, 1.71, 4.00)
N (-0.73, 1.48, 2.92)
C (-1.84, 0.91, 3.27)
C (-3.02, 0.84, 2.42)
C (-4.20, 1.25, 3.04)
C (-5.37, 1.42, 2.33)
C (-5.36, 1.18, 0.97)
C (-4.20, 0.74, 0.36)
C (-2.99, 0.54, 1.04)
H (-0.12, 1.03, 7.34)
H (2.09, 2.14, 7.27)
H (2.99, 2.99, 5.14)
H (1.68, 2.78, 3.05)
H (-4.19, 1.47, 4.10)
H (-6.27, 1.75, 2.83)
H (-6.25, 1.35, 0.38)
H (-4.26, 0.55, -0.71)
C (-2.26, 4.34, -3.17)
N (-1.65, 3.24, -2.49)
C (-0.33, 2.91, -2.58)
C (-0.17, 1.78, -1.83)
N (-1.37, 1.42, -1.28)
C (-2.24, 2.34, -1.70)
H (-1.83, 5.29, -2.84)
H (-3.33, 4.36, -2.97)
H (-2.10, 4.25, -4.25)
H (0.37, 3.48, -3.15)
H (0.74, 1.24, -1.65)
H (-3.28, 2.40, -1.43)
Br (-4.42, 5.09, -0.34)
C (-3.46, 6.47, 0.54)
C (-3.86, 7.78, 0.36)
C (-3.17, 8.80, 1.00)
C (-2.09, 8.50, 1.82)
C (-1.69, 7.19, 1.99)
C (-2.37, 6.17, 1.35)
I (-1.72, 4.17, 1.61)
H (-4.71, 8.00, -0.27)
H (-3.48, 9.82, 0.85)
H (-1.56, 9.29, 2.32)
H (-0.86, 6.96, 2.64)

***

Density functional theory data (ωB97M-V/def2-TZVPD) for a structure of composition C10H11CrN3O6S2.

Computed properties:
<S²>: 0.765
2S+1: 2
Charge: -1
Orbital gap (spin up / spin down), eV: 7.8605 / 7.9781
LUMO (spin up / spin down), eV: 2.429 / 2.432
Highest occupied orbital energy (spin up / spin down), eV: -5.4313 / -5.5461

Atoms and positions in Å:
Cr (-0.12, -0.19, -0.16)
O (-1.17, 0.55, 1.18)
C (-2.37, -0.14, 1.39)
C (-2.08, -1.63, 1.38)
N (-1.26, -1.94, 0.18)
C (-0.30, -3.02, 0.46)
C (0.91, -2.45, 1.18)
O (1.57, -3.14, 1.92)
O (1.16, -1.20, 0.87)
C (-2.07, -2.17, -1.03)
C (-2.34, -0.86, -1.77)
O (-3.28, -0.77, -2.52)
O (-1.44, 0.06, -1.54)
H (-0.50, 2.21, 1.38)
H (-3.11, 0.11, 0.62)
H (-2.81, 0.14, 2.36)
H (-2.99, -2.24, 1.39)
H (-1.48, -1.87, 2.26)
H (0.06, -3.41, -0.50)
H (-0.74, -3.84, 1.02)
H (-3.00, -2.69, -0.82)
H (-1.48, -2.77, -1.72)
S (0.34, 3.24, 1.66)
C (1.43, 2.96, 0.33)
S (1.30, 1.62, -0.73)
C (2.43, 3.89, 0.14)
C (2.56, 5.04, 0.99)
N (2.65, 5.96, 1.67)
C (3.39, 3.76, -0.92)
N (4.17, 3.69, -1.76)
O (1.08, -1.05, -1.82)
H (1.09, -0.36, -2.50)
H (1.97, -1.03, -1.42)

***

| no. | maximum force (eV Å⁻¹) |
| --- | --- |
| 1 | 5.2 |
| 2 | 2.6 |
| 3 | 5.6 |
| 4 | 8.8 |
| 5 | 2.2 |
| 6 | 0.6 |